The following is a DFT calculation (ωB97M-V/def2-TZVPD) of 2 unconnected molecules or ions with the total composition C3H7N3O.

The geometry in XYZ format:
```
14
Properties=species:S:1:pos:R:3:forces:R:3:nbo_charge:R:1
O -2.34348 0.41190 0.61219 0.5 0.8 -0.7 -0.530
N -0.34385 1.26127 -1.42461 -0.2 0.5 0.2 -0.675
N -0.41940 -2.37541 1.46215 0.3 -4.3 0.2 -0.593
N 0.28403 1.00162 -0.15069 1.6 -2.9 -1.1 -0.425
C 1.50052 -0.14800 -0.44111 -1.2 2.6 1.2 -0.407
C -0.81821 -1.32443 1.04145 0.4 3.1 -0.4 0.099
C -1.29837 -0.15431 0.80532 -2.0 0.2 -0.2 0.466
H -0.92808 -2.72124 2.28428 0.9 0.5 0.7 0.352
H -0.35382 2.26737 -1.59572 0.1 -0.3 0.1 0.348
H -1.32830 0.98878 -1.35842 0.2 0.0 0.2 0.373
H 1.47950 -0.54574 -1.45220 -0.4 0.6 0.0 0.222
H 0.70299 1.87738 0.18343 0.0 -0.7 -0.1 0.367
H 2.38848 0.44143 -0.22045 0.3 -0.2 -0.4 0.189
H 1.47798 -0.98062 0.25436 -0.5 0.2 0.3 0.214
```
Forces are in eV/Å.

Properties
Largest force on an atom (eV Å⁻¹): 4.33
Relative energy (zero: lowest compared OMol25 entry of this formula, charge and spin) (kcal/mol): 152.4
HOMO energy (spin up / spin down) (eV): -7.14 / -7.18
Electronic energy (eV): -9736.423
LUMO (spin up / spin down) (eV): -0.11 / -0.17
Structure (SMILES): N=C=C=O.CNN
HOMO-LUMO gap (spin up / spin down) (hartree): 0.2585 / 0.2577